## one
{
  "formula": "C4H12N3S",
  "method": "wB97M-V/def2-TZVPD",
  "charge": 1,
  "lumo_ev": -4.3,
  "orbital_gap_ev": 9.4899,
  "elements": ["C", "C", "C", "C", "N", "N", "N", "S", "H", "H", "H", "H", "H", "H", "H", "H", "H", "H", "H", "H"],
  "positions_angstrom": [[-0.714, 1.678, 0.112], [3.369, 0.152, -0.213], [-3.888, -0.153, -0.044], [2.118, -1.832, 0.131], [-0.342, 0.264, 0.307], [2.099, -0.549, -0.074], [-1.001, -0.772, 0.088], [-2.433, -1.225, -0.138], [-1.803, 1.824, -0.163], [-0.001, 2.185, -0.562], [-0.626, 2.260, 1.061], [3.694, 0.162, -1.224], [3.130, 1.101, 0.015], [4.129, -0.396, 0.242], [-4.566, -0.372, -0.912], [-3.730, 0.970, 0.101], [-4.498, -0.664, 0.696], [1.211, -2.442, 0.365], [3.083, -2.368, 0.138], [0.769, 0.178, 0.073]]
}

## two
{
  "formula": "C4H12N3S",
  "method": "wB97M-V/def2-TZVPD",
  "charge": 1,
  "lumo_ev": [-3.2, -3.2],
  "orbital_gap_ev": [7.6728, 7.6744],
  "elements": ["C", "C", "C", "C", "N", "N", "N", "S", "H", "H", "H", "H", "H", "H", "H", "H", "H", "H", "H", "H"],
  "positions_angstrom": [[-0.908, -1.744, 0.218], [0.353, -1.613, -0.551], [-0.832, 0.621, 0.311], [-1.293, 1.974, -0.043], [2.346, -0.250, 0.159], [3.266, 0.681, 0.252], [-1.706, -0.428, -0.118], [0.961, 0.127, -0.608], [-1.383, -2.620, -0.073], [-0.818, -1.591, 1.329], [1.351, -2.076, -0.047], [0.215, -1.876, -1.579], [-0.652, 0.538, 1.470], [-1.452, 2.256, -1.131], [-0.623, 2.805, 0.231], [-2.174, 2.359, 0.606], [3.737, 1.280, -0.453], [4.043, 0.388, 0.897], [-1.835, -0.419, -1.146], [-2.596, -0.413, 0.275]]
}

Which of them is the most stable, and which is the least stable? one and two, in that order.

## one
{
  "formula": "H18NO7",
  "method": "wB97M-V/def2-TZVPD",
  "charge": 1,
  "lumo_ev": -2.7,
  "orbital_gap_ev": 11.7340,
  "elements": ["N", "H", "H", "H", "H", "H", "H", "O", "H", "H", "O", "H", "H", "O", "H", "H", "O", "H", "H", "O", "H", "H", "O", "H", "H", "O"],
  "positions_angstrom": [[0.836, -0.976, 1.253], [1.070, -1.730, 0.620], [1.628, -0.409, 1.611], [0.206, -0.329, 0.794], [0.264, -1.280, 2.029], [-3.735, -0.577, -1.223], [-3.679, -2.118, -1.079], [-3.496, -1.292, -0.618], [1.807, 0.888, 3.739], [3.113, 0.935, 2.869], [2.198, 0.632, 2.893], [-2.033, -1.678, 0.487], [-1.806, -2.327, 1.887], [-1.359, -2.042, 1.088], [-0.441, 2.535, -1.725], [-0.069, 3.230, -2.814], [0.437, 2.822, -2.090], [4.020, -2.049, -2.237], [2.769, -2.907, -2.359], [3.140, -2.175, -1.848], [1.893, 0.367, -1.475], [1.412, 1.425, -0.634], [1.689, 0.500, -0.536], [-2.762, 3.163, 0.272], [-4.020, 2.814, -0.467], [-3.083, 2.574, -0.437]]
}

## two
{
  "formula": "H18NO7",
  "method": "wB97M-V/def2-TZVPD",
  "charge": 1,
  "lumo_ev": -2.9,
  "orbital_gap_ev": 11.0532,
  "elements": ["N", "H", "H", "H", "H", "O", "H", "H", "O", "H", "H", "O", "H", "H", "O", "H", "H", "O", "H", "H", "O", "H", "H", "O", "H", "H"],
  "positions_angstrom": [[0.469, 0.172, 0.175], [0.279, 0.702, 1.019], [0.670, 0.719, -0.426], [-0.253, -0.444, 0.064], [1.210, -0.296, 0.117], [1.371, -2.785, -0.553], [1.826, -3.421, 0.051], [1.854, -3.125, -1.428], [-2.040, -2.221, -0.513], [-2.582, -1.856, 0.157], [-1.841, -3.071, -0.210], [-0.091, 1.489, 3.301], [-0.245, 2.434, 3.527], [0.601, 1.479, 3.995], [-0.211, 3.114, -1.196], [-0.268, 2.795, -2.054], [0.409, 3.970, -1.217], [-0.743, -0.947, -2.773], [-1.217, -1.636, -2.080], [-1.481, -0.346, -2.786], [3.061, 0.516, -1.124], [2.883, 0.810, -2.012], [3.138, 1.380, -0.582], [-2.222, 0.357, 1.834], [-2.786, -0.268, 1.998], [-1.793, 0.481, 2.716]]
}

Which of them is the most stable, and which is the least stable? one and two, in that order.

## one
{
  "formula": "C32H33BrCl4CrGe2IO4Se2",
  "method": "wB97M-V/def2-TZVPD",
  "s2": 8.78,
  "multiplicity": 6,
  "charge": -2,
  "lumo_ev": [3.7, 3.7],
  "orbital_gap_ev": [4.7124, 5.9235],
  "elements": ["Cr", "Cl", "C", "C", "Cl", "C", "Cl", "C", "O", "C", "O", "C", "Cl", "O", "C", "C", "C", "O", "C", "Se", "C", "Se", "H", "H", "H", "H", "H", "H", "H", "H", "H", "H", "C", "Ge", "C", "C", "Ge", "C", "C", "C", "C", "C", "C", "C", "C", "C", "C", "C", "C", "H", "H", "H", "H", "H", "H", "H", "H", "H", "H", "H", "H", "H", "H", "H", "H", "H", "H", "H", "Br", "C", "C", "C", "C", "C", "C", "I", "H", "H", "H", "H"],
  "positions_angstrom": [[0.417, 0.760, -1.086], [3.424, -5.250, 0.139], [3.113, -3.548, -0.036], [4.087, -2.624, 0.282], [5.638, -3.146, 0.872], [3.810, -1.254, 0.165], [5.000, -0.069, 0.605], [2.573, -0.794, -0.274], [2.254, 0.467, -0.378], [1.557, -1.751, -0.590], [0.401, -1.291, -0.954], [1.854, -3.109, -0.463], [0.574, -4.238, -0.783], [0.424, 5.406, -1.117], [-0.539, 4.501, -0.597], [-1.545, 3.994, -1.634], [-2.434, 5.190, -2.019], [-3.389, 4.898, -3.038], [-0.845, 3.503, -2.916], [0.933, 2.650, -2.726], [-2.437, 2.938, -0.936], [-2.134, 1.015, -1.272], [1.018, 4.842, -1.648], [-1.082, 5.023, 0.198], [-0.041, 3.637, -0.146], [-1.789, 6.021, -2.327], [-3.014, 5.508, -1.146], [-2.956, 4.302, -3.660], [-0.663, 4.353, -3.579], [-1.480, 2.780, -3.432], [-3.475, 3.090, -1.234], [-2.381, 3.081, 0.146], [-4.376, -0.009, 1.758], [-2.766, -1.128, 1.789], [-2.807, -2.329, 0.242], [-2.863, -2.233, 3.425], [-0.656, 0.071, 1.717], [-0.599, 1.891, 2.450], [-1.703, 2.513, 3.038], [-1.644, 3.836, 3.452], [-0.476, 4.567, 3.283], [0.628, 3.969, 2.691], [0.565, 2.647, 2.273], [0.726, -0.989, 2.635], [0.755, -2.371, 2.420], [1.756, -3.167, 2.953], [2.766, -2.592, 3.714], [2.756, -1.223, 3.940], [1.748, -0.433, 3.407], [-5.259, -0.651, 1.746], [-4.355, 0.602, 0.856], [-4.435, 0.639, 2.633], [-3.837, -2.529, -0.061], [-2.315, -3.273, 0.483], [-2.269, -1.874, -0.590], [-3.729, -2.898, 3.412], [-2.924, -1.594, 4.308], [-1.956, -2.834, 3.505], [-2.622, 1.954, 3.164], [-2.514, 4.303, 3.900], [-0.432, 5.605, 3.591], [1.533, 4.541, 2.523], [1.419, 2.204, 1.769], [-0.002, -2.826, 1.786], [1.770, -4.231, 2.745], [3.572, -3.205, 4.101], [3.553, -0.765, 4.514], [1.765, 0.636, 3.584], [-0.221, -3.661, -7.182], [1.027, -3.849, -5.767], [1.783, -5.013, -5.741], [2.707, -5.216, -4.728], [2.883, -4.252, -3.748], [2.135, -3.085, -3.785], [1.195, -2.875, -4.788], [0.095, -1.114, -4.675], [1.631, -5.757, -6.512], [3.282, -6.133, -4.701], [3.581, -4.410, -2.936], [2.256, -2.342, -3.009]]
}

## two
{
  "formula": "C32H33BrCl4CrGe2IO4Se2",
  "method": "wB97M-V/def2-TZVPD",
  "s2": 8.93,
  "multiplicity": 6,
  "charge": -2,
  "lumo_ev": [3.8, 2.6],
  "orbital_gap_ev": [5.7258, 4.6313],
  "elements": ["Cr", "Cl", "C", "C", "Cl", "C", "Cl", "C", "O", "C", "O", "C", "Cl", "O", "C", "C", "C", "O", "C", "Se", "C", "Se", "H", "H", "H", "H", "H", "H", "H", "H", "H", "H", "C", "Ge", "C", "C", "Ge", "C", "C", "C", "C", "C", "C", "C", "C", "C", "C", "C", "C", "H", "H", "H", "H", "H", "H", "H", "H", "H", "H", "H", "H", "H", "H", "H", "H", "H", "H", "H", "Br", "C", "C", "C", "C", "C", "C", "I", "H", "H", "H", "H"],
  "positions_angstrom": [[-0.209, -1.305, 0.638], [-0.205, -5.473, 6.102], [0.208, -4.295, 4.903], [1.365, -3.480, 5.095], [2.320, -3.698, 6.518], [1.726, -2.538, 4.169], [3.135, -1.563, 4.347], [0.938, -2.335, 3.000], [1.241, -1.521, 2.092], [-0.249, -3.159, 2.805], [-0.903, -2.984, 1.754], [-0.568, -4.149, 3.788], [-1.953, -5.124, 3.495], [0.512, -1.396, -3.021], [0.146, -2.663, -3.513], [-0.890, -3.401, -2.666], [-1.349, -4.555, -3.586], [-2.258, -5.471, -2.979], [-2.126, -2.567, -2.339], [-2.152, -1.194, -0.913], [-0.292, -4.061, -1.411], [1.122, -3.097, -0.472], [1.444, -1.385, -2.778], [1.014, -3.327, -3.615], [-0.278, -2.522, -4.519], [-0.465, -5.098, -3.945], [-1.875, -4.152, -4.455], [-1.916, -5.661, -2.098], [-2.900, -3.274, -2.039], [-2.473, -2.075, -3.254], [0.158, -5.024, -1.683], [-1.080, -4.249, -0.678], [-0.983, 1.365, -3.560], [-0.281, 2.165, -1.916], [0.705, 3.739, -2.602], [-1.862, 2.869, -0.986], [0.922, 0.717, -0.351], [1.582, 2.028, 1.029], [2.353, 1.552, 2.098], [2.837, 2.396, 3.087], [2.558, 3.757, 3.049], [1.782, 4.253, 2.012], [1.308, 3.397, 1.022], [2.691, 0.341, -1.246], [3.641, -0.444, -0.581], [4.862, -0.764, -1.157], [5.171, -0.324, -2.439], [4.241, 0.439, -3.131], [3.026, 0.766, -2.533], [-1.566, 2.123, -4.093], [-1.622, 0.526, -3.289], [-0.187, 0.995, -4.204], [-0.002, 4.371, -3.146], [1.489, 3.433, -3.297], [1.172, 4.332, -1.815], [-2.345, 3.659, -1.568], [-1.634, 3.246, 0.011], [-2.554, 2.033, -0.869], [2.555, 0.490, 2.178], [3.420, 1.984, 3.904], [2.924, 4.416, 3.828], [1.536, 5.308, 1.975], [0.689, 3.823, 0.240], [3.412, -0.826, 0.409], [5.569, -1.377, -0.609], [6.118, -0.584, -2.896], [4.460, 0.786, -4.135], [2.321, 1.364, -3.098], [-2.301, 3.281, 4.978], [-3.541, 3.275, 3.526], [-4.467, 4.310, 3.428], [-5.365, 4.313, 2.369], [-5.338, 3.296, 1.419], [-4.406, 2.269, 1.525], [-3.527, 2.282, 2.588], [-1.601, 0.412, 2.281], [-4.477, 5.101, 4.169], [-6.084, 5.120, 2.283], [-6.035, 3.310, 0.588], [-4.355, 1.476, 0.787]]
}

Which of them is the most stable, and which is the least stable? one and two, in that order.

## one
{
  "formula": "C4H6ClNO2",
  "method": "wB97M-V/def2-TZVPD",
  "smiles": "C=C(Cl)[C@H](N)C(=O)O",
  "lumo_ev": 0.6,
  "orbital_gap_ev": 10.3454,
  "elements": ["C", "C", "Cl", "C", "N", "C", "O", "O", "H", "H", "H", "H", "H", "H"],
  "positions_angstrom": [[-1.196, -1.703, 0.653], [-0.601, -0.834, -0.133], [-1.033, -0.890, -1.825], [0.426, 0.264, 0.141], [0.191, 1.530, -0.463], [1.768, -0.290, -0.641], [2.158, -1.448, -0.531], [2.383, 0.566, -1.353], [-1.562, -2.619, 0.184], [-1.163, -1.748, 1.663], [0.862, 0.318, 1.208], [-0.306, 2.278, 0.106], [-0.581, 1.243, -1.106], [1.846, 1.401, -1.402]]
}

## two
{
  "formula": "C4H6ClNO2",
  "method": "wB97M-V/def2-TZVPD",
  "smiles": "O=C[C@H](/C=N/O)CCl",
  "lumo_ev": 0.8,
  "orbital_gap_ev": 11.0421,
  "elements": ["O", "C", "C", "C", "N", "O", "C", "Cl", "H", "H", "H", "H", "H", "H"],
  "positions_angstrom": [[-0.749, -2.190, -1.073], [-0.050, -1.652, -0.241], [0.546, -0.265, -0.421], [0.335, 0.568, 0.827], [-0.565, 0.211, 1.647], [-0.652, 1.083, 2.714], [-0.036, 0.388, -1.671], [0.803, 1.929, -2.046], [0.219, -2.167, 0.690], [1.609, -0.402, -0.553], [0.925, 1.470, 0.988], [-1.369, 0.701, 3.243], [-1.103, 0.616, -1.566], [0.087, -0.291, -2.538]]
}

Which of them is the most stable, and which is the least stable? one and two, in that order.

## one
{
  "formula": "CH4NO2S",
  "method": "wB97M-V/def2-TZVPD",
  "charge": -1,
  "lumo_ev": [3.8, 3.8],
  "orbital_gap_ev": [7.2193, 7.2077],
  "elements": ["C", "N", "O", "O", "S", "H", "H", "H", "H"],
  "positions_angstrom": [[0.804, 0.332, 0.429], [-1.286, -0.944, -2.485], [0.236, 1.976, -1.619], [-1.549, 1.556, 0.046], [-0.532, 0.966, -0.849], [1.502, -0.186, -0.124], [1.322, 1.133, 0.905], [0.221, -0.313, 1.195], [-0.919, -0.393, -3.177]]
}

## two
{
  "formula": "CH4NO2S",
  "method": "wB97M-V/def2-TZVPD",
  "charge": -1,
  "lumo_ev": 4.3,
  "orbital_gap_ev": 7.4067,
  "elements": ["C", "N", "O", "O", "S", "H", "H", "H", "H"],
  "positions_angstrom": [[-1.265, -0.467, 0.857], [-1.380, 0.597, 0.155], [1.589, -1.176, -0.549], [1.726, 1.110, 0.125], [1.896, 0.168, -1.043], [-1.838, -1.251, 0.502], [-0.598, -0.863, 1.648], [3.542, -0.196, -1.316], [-0.794, 1.356, 0.440]]
}

Which of them is the most stable, and which is the least stable? two and one, in that order.